No. 1
C10H14N2PTl | ωB97M-V with the def2-TZVPD basis set

Each line ends with the Mulliken charge.
Element x y z (Å)
C: -0.376 0.592 -2.734  -0.63
C: -1.162 1.678 -2.219  -0.63
C: -0.281 2.554 -1.540  -0.31
C: 1.064 2.085 -1.712  -0.56
C: 1.003 0.852 -2.433  -0.57
Tl: -0.918 -1.086 0.515  0.45
P: -0.106 -3.646 0.416  -0.23
H: -0.751 -0.202 -3.358  0.46
H: -2.274 1.688 -2.183  0.34
H: -0.595 3.343 -0.855  0.42
H: 1.851 0.294 -2.798  0.41
H: 1.969 2.522 -1.242  0.35
H: 1.092 -4.269 -0.084  0.13
H: -1.141 -4.420 -0.227  0.13
H: -0.145 -4.217 1.721  0.13
N: 2.195 -0.732 2.726  -0.42
C: 1.203 -0.052 3.372  0.72
C: 1.071 -0.090 4.784  -0.65
C: -0.094 0.463 5.314  -0.25
C: -1.065 1.022 4.460  -0.68
C: -0.814 1.055 3.094  -0.14
N: 0.255 0.450 2.550  -0.33
H: 2.301 -0.644 1.727  0.21
H: 2.924 -1.184 3.268  0.18
H: 1.886 -0.525 5.358  0.29
H: -0.223 0.470 6.396  0.38
H: -2.000 1.420 4.845  0.37
H: -1.559 1.476 2.424  0.43

Output
* total charge: 0

***

No. 2
C4H8N2 | ωB97M-V with the def2-TZVPD basis set

Each line ends with the Mulliken charge.
Element x y z (Å)
C: 1.816 -0.589 -0.163  -0.68
C: 1.397 0.891 -0.049  -0.65
C: 0.446 -0.144 0.382  0.24
N: -0.724 -0.239 -0.412  -0.35
C: -2.014 -0.579 0.123  -0.17
N: -1.667 0.789 0.131  -0.52
H: 1.699 -1.003 -1.227  0.22
H: 2.580 -1.026 0.415  0.29
H: 1.873 1.561 0.693  0.21
H: 1.027 1.395 -0.920  0.28
H: 0.433 -0.232 1.441  0.36
H: -2.156 -1.113 1.030  0.30
H: -2.644 -1.032 -0.767  0.22
H: -2.066 1.322 -0.677  0.25

Output
* total charge: 0
* SMILES string: C1CC1N1CN1

***

Number 1: frontier orbital gap 0.1799 hartree, energy -1012.65544 a.u., LUMO -0.71 eV. Number 2: frontier orbital gap 0.3984 hartree, energy -266.59059 a.u., LUMO 1.27 eV.